The following is a quantum chemistry calculation of a 5-piece molecular cluster, H10O5 overall, from the Open Molecules 2025 dataset.

Geometry as XYZ:
```
15
Properties=species:S:1:pos:R:3:forces:R:3:mulliken_charge:R:1
H 1.14139 0.56155 1.15370 0.9 2.1 -0.9 0.32
H 1.79690 2.06327 1.13197 -0.1 -0.2 0.7 0.31
H -1.90408 -2.10142 1.24336 -3.5 2.3 -0.6 0.27
H -1.33736 -3.24706 1.88465 0.7 0.4 -0.5 0.32
H -0.25742 2.95058 -1.27564 0.6 -1.9 -1.7 0.32
H 0.77931 2.48798 -2.27979 1.2 0.0 -0.2 0.28
H 1.40317 -3.30604 1.94804 -0.2 -0.2 0.2 0.32
H 2.22730 -2.40258 2.73486 1.5 2.4 0.0 0.29
H -1.76686 2.83612 -3.13376 -0.8 -2.9 0.0 0.34
H -1.99983 2.02488 -1.93693 -0.3 -0.8 0.0 0.31
O 1.49324 1.33166 0.59743 -0.8 -1.9 0.3 -0.62
O -1.10205 -2.50832 1.28152 2.8 -2.7 1.1 -0.59
O -0.09772 2.25121 -2.01589 1.0 2.6 3.1 -0.63
O 1.76460 -3.18762 2.83743 -1.4 -2.2 -0.3 -0.62
O -2.06838 1.87965 -2.88430 -1.7 3.0 -1.3 -0.63
```
Positions in Å, forces in eV/Å.

LUMO level = 0.0126 Eh
highest occupied orbital energy = -9.75 eV
structure (SMILES) = O.O.O.O.O
energy relative to the best compared isomer or geometry (same formula, charge and spin) = 67.2 kcal/mol

The following is a quantum chemistry calculation of C5H9O as an isolated structure, from the Open Molecules 2025 dataset.

Geometry as XYZ:
```
15
Properties=species:S:1:pos:R:3:forces:R:3:mulliken_charge:R:1
C 0.66318 -0.75235 1.34984 -0.4 0.7 -1.4 -0.34
C 1.06216 -0.67342 0.08910 -0.7 -0.2 1.3 -0.27
C -0.49451 0.18077 1.53937 -0.2 1.0 2.4 -0.32
C -0.48571 1.19604 0.45153 -2.1 -5.2 -1.9 -0.23
C -0.17028 -0.21967 -2.02837 1.7 -0.3 2.8 -0.85
O 0.54288 0.26096 -0.80041 -1.8 1.4 1.7 -0.29
H 0.96058 -1.51715 2.07096 0.1 0.5 -0.3 0.38
H 1.72225 -1.32023 -0.32007 2.1 -1.8 -1.5 0.54
H -1.37521 -0.46712 1.70003 -0.1 0.8 -0.4 0.31
H -0.35253 0.82209 2.48318 -0.2 -1.0 -1.0 0.34
H -1.36039 1.32034 -0.17590 -0.1 0.4 0.3 0.27
H 0.17473 1.92753 0.49114 2.7 3.5 0.5 0.29
H -0.49423 0.60282 -2.49064 -1.1 3.5 -1.6 0.39
H 0.61464 -0.58522 -2.58390 1.2 -1.7 -1.4 0.41
H -1.00755 -0.77537 -1.77586 -1.1 -1.8 0.5 0.36
```
Positions in Å, forces in eV/Å.

LUMO level = -0.1693 Eh
highest occupied orbital energy = -14.57 eV
charge = +1
energy relative to the best compared isomer or geometry (same formula, charge and spin) = 44.9 kcal/mol

The following is a quantum chemistry calculation of C3H6BeLiO5 as an isolated structure, from the Open Molecules 2025 dataset.

Geometry as XYZ:
```
16
Properties=species:S:1:pos:R:3:forces:R:3:lowdin_spin:R:1
H 0.15269 2.89921 -0.49224 1.1 0.5 0.5 0.00
C 0.65254 1.91062 -0.55621 -0.5 -1.0 -0.8 0.01
C -0.14425 0.97650 0.34415 -0.5 1.1 0.5 0.01
O -0.80017 -0.05959 -0.35123 0.7 0.0 2.0 0.00
Li 3.23217 2.60887 0.45474 -0.4 -0.6 -0.4 0.05
O 1.99644 1.65663 -0.30886 0.6 1.5 0.4 0.08
H 0.45206 1.67911 -1.62347 -0.2 -0.3 0.3 0.00
H -0.80998 1.49805 1.04633 -0.9 0.2 -0.7 0.00
H 0.55280 0.69884 1.15198 0.4 -1.1 -0.6 0.01
C -0.14229 -1.55352 0.26113 -0.8 -1.3 -1.8 0.03
O 0.45799 -1.84355 1.34735 -0.7 2.0 -0.7 0.08
O -1.19151 -2.24006 -0.29615 -0.1 -1.2 1.2 0.01
H -1.97816 -2.00059 0.20691 -0.1 -0.1 -0.1 0.00
Be 1.88159 -1.08701 0.28760 1.0 0.1 1.5 0.61
O 0.83996 -1.46270 -0.73603 -1.5 0.9 -3.7 0.11
H 0.11015 -0.76023 -1.39038 1.9 -0.8 2.4 0.00
```
Positions in Å, forces in eV/Å.

spin multiplicity = 2
LUMO level (alpha / beta) = -0.0332 / -0.0387 Eh
highest occupied orbital energy (alpha / beta) = -5.75 / -8.60 eV
⟨S²⟩ = 0.751
energy relative to the best compared isomer or geometry (same formula, charge and spin) = 61.4 kcal/mol

The following is a quantum chemistry calculation of C3H2FO2Sn as an isolated structure, from the Open Molecules 2025 dataset.

Geometry as XYZ:
```
9
Properties=species:S:1:pos:R:3:forces:R:3:lowdin_spin:R:1
O 0.76006 -1.01444 0.26806 -0.6 -0.2 -0.6 0.02
O 0.43031 0.99997 -0.44733 0.0 0.0 -0.4 0.10
C -0.59018 -0.94743 0.13572 1.3 -0.1 -0.1 0.46
C -0.93186 0.44271 -0.23152 -0.9 1.0 0.3 0.06
C 1.33162 0.13078 -0.14560 -4.3 -0.9 -0.2 0.23
H -1.17336 -1.86131 0.16819 0.1 0.1 0.3 0.01
H -1.52402 0.59965 -1.14068 0.2 -0.1 0.0 0.02
F -1.49665 1.13912 0.78640 0.6 -0.6 -0.6 0.04
Sn 3.19408 0.51093 0.60675 3.7 0.7 1.2 0.07
```
Positions in Å, forces in eV/Å.

spin multiplicity = 2
LUMO level (alpha / beta) = -0.4429 / -0.4514 Eh
highest occupied orbital energy (alpha / beta) = -18.76 / -21.44 eV
⟨S²⟩ = 0.766
charge = +2
energy relative to the best compared isomer or geometry (same formula, charge and spin) = 0.0 kcal/mol

The following is a quantum chemistry calculation of a 6-piece molecular cluster, C32H47Br2Cl10F3N4O2 overall, from the Open Molecules 2025 dataset.

Geometry as XYZ:
```
100
Properties=species:S:1:pos:R:3:forces:R:3:mulliken_charge:R:1
C -2.76226 0.20491 2.59343 -0.2 0.1 -0.1 -1.25
C -3.12871 -1.15337 2.00334 0.8 -0.1 0.3 -0.18
N -2.21229 -1.63793 0.92100 0.0 0.4 0.5 -0.08
C -0.95072 -1.00526 0.95010 -0.4 -0.4 -0.5 -1.11
C 0.04119 -1.44437 1.78132 0.3 -0.1 0.1 0.90
C -0.21395 -2.66474 2.62625 0.1 -0.3 0.2 0.17
C -0.55125 -2.37970 4.09040 0.0 0.1 0.0 -1.67
F 0.90249 -3.52377 2.59233 -0.2 0.1 -0.1 -0.43
C 1.28439 -0.75660 1.81232 -0.2 -0.5 0.1 -0.84
N 2.26919 -1.28785 2.74617 0.4 1.2 -0.1 0.89
C 2.42602 -0.56404 3.95060 -0.1 0.0 0.0 0.34
O 2.18025 0.57566 4.15050 -0.1 -0.4 0.0 -0.41
F 2.83860 -1.39459 4.90560 0.2 0.2 0.0 -0.28
C 3.46283 -1.76384 2.21535 0.1 -0.4 0.3 0.49
O 4.56156 -1.56613 2.62149 -0.4 -0.2 -0.1 -0.50
F 3.20047 -2.52942 1.15976 0.2 0.1 -0.1 -0.25
C 1.56573 0.31679 1.01620 0.5 0.2 0.1 0.44
C 2.87537 1.06754 0.99444 -0.2 -0.3 -0.3 -0.64
C 3.74146 0.66925 -0.20347 0.1 0.1 0.0 -1.01
C 5.11335 1.35116 -0.22131 -0.3 0.1 -0.3 1.22
C 5.96941 0.73380 -1.34833 -0.1 0.0 0.3 -1.59
C 4.93133 2.85468 -0.47688 0.1 -0.5 0.1 -1.97
C 0.54777 0.74110 0.12450 -0.1 0.2 -0.1 0.00
N 0.78624 1.81731 -0.67807 0.0 -0.1 0.0 0.17
C -0.16075 2.18719 -1.48700 0.3 0.1 0.1 0.09
C 0.07709 3.35465 -2.40803 0.0 -0.1 0.0 -0.38
Br 0.16925 2.60771 -4.21868 0.0 0.0 0.0 -0.08
C 1.31221 4.14256 -2.02942 0.0 0.3 0.1 0.41
C 1.15815 4.78374 -0.63996 0.4 -0.1 -0.2 -0.96
Br 1.66327 5.53410 -3.35381 0.0 0.0 -0.1 -0.10
C -1.40619 1.52182 -1.52277 -0.4 -0.1 0.0 -1.28
N -1.68159 0.51430 -0.75188 0.1 -0.1 0.1 -0.41
C -0.69250 0.09412 0.09034 -0.2 0.1 -0.2 0.57
H -3.57851 0.53237 3.23671 0.0 0.0 0.1 0.48
H -2.65527 0.95545 1.81081 0.0 0.0 -0.1 0.24
H -1.84541 0.20045 3.17786 0.1 0.0 0.0 0.19
H -3.10938 -1.90719 2.79214 -0.1 0.0 0.1 0.08
H -4.15579 -1.07226 1.67744 0.1 -0.3 -0.3 0.49
H -2.62736 -1.58817 0.00076 0.0 0.3 0.2 0.37
H -1.01812 -3.22711 2.15844 -0.1 0.1 -0.1 0.55
H 0.23535 -2.78077 4.72603 0.1 0.0 0.0 0.50
H -0.65078 -1.31615 4.30209 0.0 0.1 0.0 0.31
H -1.48629 -2.85679 4.37258 0.0 -0.1 0.0 0.34
H 3.44713 0.89870 1.90108 0.0 0.1 0.2 0.49
H 2.62444 2.12164 0.90852 0.1 0.1 0.2 0.06
H 3.85228 -0.41618 -0.23674 0.1 -0.1 0.1 0.33
H 3.23942 0.95610 -1.13080 -0.2 -0.1 0.0 0.45
H 5.59241 1.20110 0.74849 0.1 0.0 0.0 0.31
H 6.25498 1.48644 -2.08031 0.1 0.0 -0.1 0.37
H 5.41749 -0.04687 -1.86904 0.0 -0.1 -0.1 0.39
H 6.87334 0.28478 -0.94260 0.1 0.0 -0.1 0.37
H 4.52931 3.38928 0.38046 -0.1 0.0 0.0 0.39
H 4.24478 2.95484 -1.31996 0.1 0.2 -0.1 0.42
H 5.89019 3.29724 -0.73805 0.0 0.2 0.0 0.49
H -0.80092 3.99664 -2.41706 0.0 0.1 -0.1 0.68
H 2.17942 3.49490 -2.05727 0.1 -0.1 -0.1 0.05
H 1.26284 5.86092 -0.70129 -0.2 0.1 0.0 0.48
H 1.95823 4.42672 0.00388 -0.1 -0.1 0.1 0.06
H 0.20271 4.52877 -0.18894 -0.1 0.0 0.1 0.31
H -2.17120 1.86680 -2.21070 -0.1 0.0 0.0 0.48
Cl 1.44918 7.08119 -6.61814 -0.1 0.1 0.0 -0.17
C 2.34732 6.02638 -7.73732 0.0 -0.1 0.0 -0.43
C 3.25032 5.07372 -6.99554 0.0 -0.1 0.0 -0.26
Cl 4.60253 5.91601 -6.19694 0.0 0.0 0.0 -0.18
H 2.90761 6.66084 -8.41894 0.0 0.0 0.0 0.33
H 1.61069 5.46028 -8.30494 0.0 0.0 0.0 0.28
H 3.68452 4.36256 -7.69631 0.0 0.0 0.0 0.34
H 2.70188 4.53017 -6.22916 0.0 0.0 0.0 0.08
Cl -4.90133 -2.12123 -0.33813 -0.6 -0.2 -0.6 -0.21
C -5.19738 -3.84315 -0.73255 0.0 -0.1 -0.1 -0.32
C -5.61908 -4.61780 0.48306 0.2 -0.1 0.1 -0.12
Cl -4.29207 -4.78826 1.67132 0.0 0.0 0.0 -0.19
H -4.28700 -4.24427 -1.17163 0.0 0.0 0.1 0.24
H -5.98978 -3.87215 -1.47797 0.0 0.0 0.0 0.38
H -5.90865 -5.62110 0.17914 0.0 0.0 0.1 0.15
H -6.45393 -4.13895 0.97774 0.1 0.0 0.1 0.05
Cl -2.73763 -6.96677 -1.54925 0.0 0.0 0.0 -0.15
C -3.61879 -8.04832 -2.65873 0.0 0.0 0.0 -0.44
C -4.81815 -7.36315 -3.25928 0.0 0.0 -0.1 -0.50
Cl -6.06585 -7.03427 -2.02635 -0.1 -0.1 -0.1 -0.19
H -3.90759 -8.93462 -2.10010 0.0 0.0 0.0 0.31
H -2.92896 -8.33652 -3.44992 0.0 0.0 0.0 0.31
H -5.27376 -7.99480 -4.01934 0.0 0.0 0.0 0.36
H -4.54135 -6.41314 -3.70907 0.0 0.0 0.0 0.31
Cl 6.98196 3.93822 1.88121 0.0 0.0 0.1 -0.15
C 7.15276 4.07705 3.65137 0.1 0.2 0.0 -0.46
C 7.25582 2.73645 4.32401 0.1 -0.1 0.0 -0.56
Cl 5.72746 1.83296 4.23111 -0.1 -0.1 0.0 -0.10
H 6.29754 4.63730 4.01990 0.0 0.0 0.0 0.31
H 8.05868 4.65114 3.83898 0.0 0.0 0.0 0.31
H 7.48222 2.87896 5.37946 0.0 0.0 0.0 0.35
H 8.03487 2.12573 3.87467 0.0 0.0 0.0 0.31
Cl -8.82997 -3.84382 0.39223 -0.3 0.1 -0.1 -0.18
C -8.81173 -2.14085 0.93055 0.1 0.1 0.0 -0.32
C -10.06118 -1.77304 1.68667 0.0 0.0 0.1 -0.47
Cl -11.49995 -1.75261 0.63609 0.0 0.0 0.0 -0.19
H -8.67950 -1.51970 0.04889 0.0 0.0 0.0 0.34
H -7.94196 -2.02025 1.57577 0.0 0.0 0.0 0.21
H -9.95043 -0.77189 2.09935 0.0 0.0 0.0 0.33
H -10.25205 -2.47078 2.49773 0.0 0.0 0.0 0.33
```
Positions in Å, forces in eV/Å.

LUMO level = -0.0206 Eh
highest occupied orbital energy = -8.57 eV
structure (SMILES) = CCNc1c([C@H](C)F)c(N(C(=O)F)C(=O)F)c(CCC(C)C)c2nc([C@H](Br)[C@H](C)Br)cnc12.ClCCCl.ClCCCl.ClCCCl.ClCCCl.ClCCCl

The following is a quantum chemistry calculation of C17H12AuCl2N2O4S2 as an isolated structure, from the Open Molecules 2025 dataset.

Geometry as XYZ:
```
40
Properties=species:S:1:pos:R:3:forces:R:3:lowdin_spin:R:1
Au 0.23515 0.04856 0.00527 0.6 0.4 -0.1 0.58
Cl 5.91831 4.83153 0.03940 0.1 0.1 0.0 0.00
C 4.82084 3.50460 0.00327 -0.2 0.0 0.0 0.00
C 5.31871 2.19618 -0.04616 -0.1 0.0 0.0 0.00
C 4.45996 1.13092 -0.08320 -0.4 0.0 0.0 0.01
Cl 5.10328 -0.46612 -0.13912 0.1 -0.2 0.0 0.00
C 3.03692 1.28656 -0.09326 0.3 0.3 0.0 0.01
O 2.30432 0.22093 -0.16912 -0.3 -0.3 0.1 0.09
C 2.56738 2.63114 -0.02560 0.0 -0.5 0.1 0.00
C 1.18259 2.96877 0.00298 0.3 0.3 -0.1 0.01
O 0.18987 2.23284 -0.08812 -0.3 -0.4 0.2 0.11
C 3.47274 3.71125 0.02504 0.1 0.2 0.0 0.00
H 6.38736 2.03031 -0.05108 0.0 0.0 0.0 0.00
H 0.97577 4.04291 0.10996 -0.1 -0.1 -0.1 0.01
H 3.08700 4.72195 0.07685 0.0 0.0 0.0 0.00
O -4.32480 0.70128 0.07965 0.0 0.2 0.0 0.04
C -4.65938 -0.57797 0.04550 0.0 -0.4 0.0 0.04
C -6.02638 -0.87792 0.02665 0.0 0.2 0.0 0.00
C -6.45143 -2.18173 -0.01583 0.2 0.1 0.0 0.03
C -5.52659 -3.24010 -0.04813 0.0 -0.2 0.0 0.01
C -4.18626 -2.97538 -0.02419 -0.2 -0.2 0.0 0.01
C -3.71382 -1.64665 0.02841 0.2 0.3 0.0 0.05
C -2.29942 -1.37682 0.05970 -0.8 1.1 0.0 0.05
O -1.86967 -0.17131 0.09745 -0.1 -0.4 0.0 0.09
N -1.47357 -2.44617 0.06010 0.6 -1.1 0.0 0.35
N -0.19902 -2.14389 0.09131 -0.1 1.2 0.0 0.22
C 0.64882 -3.15541 0.12191 0.4 -1.0 0.0 0.08
S 2.34027 -2.87653 0.20406 -0.2 0.0 0.0 0.11
C 2.74627 -4.61797 0.56174 0.0 0.1 0.0 0.01
C 1.75374 -5.49188 -0.16761 -0.1 0.1 0.0 0.01
S 0.09433 -4.79467 0.09961 0.1 0.3 0.0 0.06
H -3.35581 0.78802 0.09299 0.1 0.0 0.0 0.00
H -6.71741 -0.04622 0.04556 0.0 0.0 0.0 0.00
H -7.51203 -2.39402 -0.02181 0.0 0.0 0.0 0.00
H -5.87725 -4.26159 -0.09298 0.0 0.0 0.0 0.00
H -3.46342 -3.77760 -0.04773 0.0 0.0 0.0 0.00
H 2.69970 -4.75636 1.64140 0.0 0.0 0.0 0.00
H 3.76560 -4.78945 0.22022 0.0 0.0 0.0 0.00
H 1.74943 -6.50896 0.22018 0.0 0.0 0.0 0.00
H 1.93629 -5.51173 -1.24116 0.0 0.0 0.0 0.00
```
Positions in Å, forces in eV/Å.

spin multiplicity = 3
LUMO level (alpha / beta) = -0.1346 / -0.2282 Eh
highest occupied orbital energy (alpha / beta) = -10.94 / -10.91 eV
⟨S²⟩ = 2.020
charge = +1

F_max, record by record: 4.2, 5.9, 4.1, 4.4, 1.3, 1.4 eV/A